Density functional theory data (wB97M-V/def2-TZVPD) for a gas-phase ion, H2NO2S (charge -1) at a distorted geometry.

Last column: natural (NBO) charge in e.
Atoms and positions in Å:
N 0.43691 0.20074 -0.98376  -1.20
O -2.33802 -0.16130 -0.72245  -1.01
O -0.89143 1.36943 0.69840  -1.00
S -0.88509 0.15960 -0.12269  2.03
H 0.56762 -0.70004 -1.43899  0.33
H -0.59324 -1.09000 0.90046  -0.16

Calculated total energy (eV): -16452.019
Largest force on an atom (eV/A): 5.3
Net charge: -1
Spin multiplicity: 1
Kohn-Sham gap (eV): 8.6
Highest occupied orbital energy (hartree): -0.15803
SMILES: N=[S@H](=O)[O-]

=====

Density functional theory data (wB97M-V/def2-TZVPD) for 11 unconnected molecules or ions with the total composition C8H30O10 at a distorted geometry.

Last column: natural (NBO) charge in e.
Atoms and positions in Å:
C -1.67638 0.73505 -1.19495  -0.63
C -0.18394 1.04540 -0.97923  -0.42
C 0.70617 -0.10749 -1.38381  -0.07
C 0.50433 -0.90712 -2.48839  -0.21
C 1.47621 -1.81414 -2.91931  -0.23
C 2.72607 -1.77925 -2.32829  -0.21
C 2.94485 -1.00349 -1.17193  -0.22
C 1.85852 -0.35578 -0.62944  -0.15
H -2.24419 1.39747 -0.54597  0.21
H -2.00883 0.96476 -2.20717  0.21
H -1.93624 -0.25768 -0.86666  0.24
H 0.05401 2.02005 -1.39008  0.19
H -0.01009 1.24252 0.08796  0.20
H -0.38542 -0.72515 -3.07960  0.23
H 1.38631 -2.38253 -3.83346  0.22
H 3.48659 -2.46067 -2.68301  0.21
H 3.93222 -1.02104 -0.73885  0.22
H 2.05608 0.15109 0.30472  0.19
H -0.09376 2.86765 -3.03563  0.46
H 1.06474 2.20009 -3.80864  0.48
O 0.26306 2.72324 -3.89909  -0.93
H -0.72701 3.09797 0.46542  0.49
H -1.23295 3.67991 -0.87506  0.47
O -1.20411 3.83404 0.06999  -0.95
H -1.96858 -3.72704 1.21948  0.48
H -2.79195 -3.28031 2.37895  0.48
O -2.87777 -3.56417 1.46083  -0.94
H 1.66792 0.43322 2.34159  0.50
H 1.91990 0.65533 3.87564  0.47
O 1.98109 1.06533 3.01118  -0.99
H -2.75784 -3.07698 -1.93875  0.47
H -1.30748 -3.01684 -2.34049  0.47
O -2.08423 -2.46734 -2.24759  -0.94
H -1.56570 2.04961 2.73854  0.48
H -2.12204 2.64603 1.57084  0.48
O -2.45644 2.18645 2.36443  -0.96
H 1.11681 2.86803 2.59030  0.51
H 0.00938 3.92937 2.58015  0.48
O 0.22493 3.04801 2.25550  -0.99
H 0.09939 -0.76805 0.92744  0.50
H -0.39704 -0.76563 2.33409  0.51
O 0.43387 -0.77347 1.83438  -0.99
H 2.76627 -1.62973 3.06272  0.46
H 1.65609 -2.23532 2.30909  0.48
O 2.54108 -2.43999 2.59930  -0.95
H -2.91028 -1.65331 1.37537  0.49
H -2.97740 -0.22846 1.98583  0.50
O -2.38323 -0.85399 1.55786  -1.00

Calculated total energy (eV): -29257.899
Largest force on an atom (eV/A): 2.0
Net charge: 0
Spin multiplicity: 1
Kohn-Sham gap (eV): 9.3
Highest occupied orbital energy (hartree): -0.34080
SMILES: CCc1ccccc1.O.O.O.O.O.O.O.O.O.O

=====

Density functional theory data (wB97M-V/def2-TZVPD) for 2 unconnected molecules or ions with the total composition C11H13F3N4O6S at a distorted geometry.

Last column: natural (NBO) charge in e.
Atoms and positions in Å:
O -3.66527 0.31280 -1.64531  -0.88
S -2.23056 0.44012 -1.60643  2.08
O -1.34989 -0.60740 -2.08427  -0.91
C -1.77496 1.98506 -2.58753  0.75
F -2.07541 1.78202 -3.87846  -0.29
F -2.45338 3.05838 -2.12679  -0.31
F -0.44520 2.21930 -2.46946  -0.31
C -1.73947 0.90264 0.05787  -0.42
C -0.44866 0.60813 0.50995  -0.10
C -0.11217 1.04296 1.78680  0.02
N 1.09473 0.93229 2.47304  0.41
O 2.17929 0.42690 2.21621  -0.35
O 0.90366 1.63394 3.68884  -0.12
N -0.35965 2.15488 3.77633  -0.06
C -0.97338 1.78182 2.61657  0.10
C -2.29111 2.10018 2.12265  -0.02
N -3.24737 2.89917 2.85864  0.50
O -3.03880 3.21014 4.04820  -0.34
O -4.28437 3.24746 2.24451  -0.38
C -2.65160 1.62561 0.84834  -0.04
H 0.30001 0.04624 -0.06116  0.32
H -3.65137 1.82154 0.46596  0.28
C 1.79140 -3.47721 -1.19956  -0.61
C 1.94144 -2.02382 -0.76986  0.11
C 3.19652 -1.86169 0.07052  -0.62
C 2.00020 -1.11643 -1.98829  -0.62
N 0.76551 -1.60750 0.01288  -0.86
H 0.89490 -3.60028 -1.81852  0.21
H 2.66369 -3.79399 -1.78036  0.21
H 1.70610 -4.11793 -0.31382  0.21
H 3.26991 -0.85435 0.48984  0.23
H 3.21124 -2.59062 0.88904  0.21
H 4.07731 -2.04806 -0.55713  0.21
H 2.08422 -0.06545 -1.68124  0.21
H 2.88768 -1.36635 -2.58202  0.21
H 1.10669 -1.22830 -2.61524  0.22
H 0.81623 -1.91169 0.98444  0.37
H -0.09809 -1.96048 -0.39517  0.38

Calculated total energy (eV): -48842.227
Largest force on an atom (eV/A): 2.9
Net charge: 0
Spin multiplicity: 1
Kohn-Sham gap (eV): 7.1
Highest occupied orbital energy (hartree): -0.34818

=====

Density functional theory data (wB97M-V/def2-TZVPD) for a molecular structure, C27H23N3O3PdSe.

Last column: Löwdin spin population.
Atoms and positions in Å:
Pd -0.18093 0.62232 -0.71068  1.04
C -0.53537 3.46603 -4.12787  0.00
O 0.41327 4.29229 -3.44950  0.00
C 0.85944 3.80877 -2.23897  0.01
C 0.92467 4.65607 -1.17353  -0.01
C 1.44746 4.23048 0.07132  0.01
C 1.84445 2.93082 0.21690  0.00
C 1.77602 2.01795 -0.85781  0.03
C 2.13869 0.61200 -0.69935  -0.01
N 2.26319 0.05678 0.45176  0.13
N 2.45706 -1.32329 0.42530  0.03
C 1.42697 -2.01179 0.02734  0.01
O 0.27574 -1.62388 -0.36416  0.05
C 1.64414 -3.50871 0.07296  0.00
C 2.82065 -4.07172 0.56199  0.00
C 2.98488 -5.44625 0.58957  0.00
C 1.97515 -6.28319 0.12815  0.00
C 0.80191 -5.72964 -0.36146  0.00
C 0.63748 -4.35212 -0.38794  0.00
C 1.40501 2.43973 -2.18696  0.01
O 1.53588 1.75567 -3.22458  0.02
H -1.32524 4.13040 -4.49013  0.00
H -0.96914 2.72220 -3.45979  0.00
H -0.05204 2.94477 -4.95382  0.00
H 0.55859 5.66993 -1.29991  0.00
H 1.49007 4.92446 0.90223  0.00
H 2.20571 2.54954 1.16481  0.00
H 2.25341 0.02742 -1.61909  0.00
H 3.59310 -3.40301 0.91518  0.00
H 3.90533 -5.86990 0.97557  0.00
H 2.10404 -7.35974 0.15369  0.00
H 0.00831 -6.37194 -0.72615  0.00
H -0.26653 -3.88910 -0.76046  0.00
C -0.67326 0.93403 1.44470  0.28
C -2.08408 0.83349 1.74280  0.03
C -2.70641 -0.42676 1.83909  0.05
C -4.06024 -0.53837 2.07911  0.00
C -4.84957 0.59902 2.23105  0.06
C -4.25397 1.85045 2.14740  0.00
C -2.89652 1.96632 1.91463  0.05
H -0.07822 0.09383 1.79594  0.01
H -0.21977 1.90223 1.65249  0.02
H -2.10516 -1.31402 1.67585  0.00
H -4.50806 -1.52526 2.12534  0.00
H -5.91719 0.50767 2.39838  0.01
H -4.85273 2.75055 2.23873  0.00
H -2.44534 2.94792 1.83507  0.00
Se -2.47966 0.59644 -1.83645  0.13
C -3.26863 2.26350 -1.47771  0.01
C -2.52534 3.38092 -1.09165  0.01
C -3.16867 4.58059 -0.85156  0.00
N -4.48417 4.77294 -0.95324  0.00
C -5.18869 3.70106 -1.32305  0.00
C -4.64895 2.46076 -1.59420  0.01
H -1.44870 3.31387 -0.97737  0.00
H -2.57348 5.43969 -0.55268  0.00
H -6.26428 3.83762 -1.40872  0.00
H -5.30167 1.64439 -1.87604  0.00

Calculated total energy (eV): -107810.146
Largest force on an atom (eV/A): 0.8
Net charge: -2
Spin multiplicity: 3
Kohn-Sham gap (alpha / beta) (eV): 5.6 / 6.1
Highest occupied orbital energy (alpha / beta) (hartree): -0.03427 / -0.05302
⟨S²⟩: 2.030